[1]
This record from OMol25 describes a single C12H12 molecule. The level of theory is ωB97M-V with the def2-TZVPD basis set.

Calculated values
relative energy (zero: lowest compared OMol25 entry of this formula, charge and spin) = 45.3 kcal per mole
SMILES string = Cc1cc(C)c2ccccc2c1
gap between HOMO and LUMO = 8.9 eV

```
24
C12H12, DFT ωB97M-V with the def2-TZVPD basis set
C -3.1409 -1.3096 -0.0181
C -1.7498 -0.6791 0.0491
C -1.5995 0.7497 -0.0751
C -0.3532 1.2809 0.0200
C -0.3302 2.8414 -0.0486
C 0.8349 0.4023 -0.0955
C 2.0993 0.9531 0.0479
C 3.1863 0.0333 -0.0049
C 2.9785 -1.3083 -0.1093
C 1.7065 -1.8485 0.0002
C 0.5755 -1.0462 0.0773
C -0.7920 -1.5541 0.1033
H -3.8359 -1.3613 0.9711
H -3.0512 -2.3588 -0.5336
H -3.8363 -0.8538 -0.7360
H -2.4563 1.4610 0.0110
H -1.2051 3.3394 -0.4461
H 0.5155 3.2658 -0.5985
H -0.3065 3.1672 1.1447
H 2.3115 2.0025 0.1661
H 4.1822 0.4065 0.3207
H 3.7593 -1.9175 -0.2763
H 1.5335 -2.9813 0.0998
H -1.0261 -2.6845 -0.0694
```



[2]
This record from OMol25 describes 2 unconnected molecules or ions with the total composition C12H12. The level of theory is ωB97M-V with the def2-TZVPD basis set.

Calculated values
relative energy (zero: lowest compared OMol25 entry of this formula, charge and spin) = 66.4 kcal per mole
SMILES string = c1ccccc1.c1ccccc1
gap between HOMO and LUMO = 9.9 eV

```
24
C12H12, DFT ωB97M-V with the def2-TZVPD basis set
C 3.8580 1.1337 -0.7207
C 3.9527 1.2946 0.5818
C 3.8681 0.1884 1.3812
C 3.7273 -1.0652 0.7616
C 3.8560 -1.3131 -0.5691
C 3.9369 -0.1813 -1.3941
C -2.5770 0.4601 -0.1336
C -2.9087 -0.9161 0.0053
C -4.2260 -1.3181 0.0808
C -5.2084 -0.3886 0.0797
C -4.9380 0.9315 0.1010
C -3.5607 1.4184 -0.1411
H 3.9510 1.9450 -1.4276
H 3.9411 2.2373 1.0983
H 4.2447 0.2730 2.4762
H 3.6541 -1.9868 1.2446
H 3.7291 -2.3679 -0.7845
H 4.0583 -0.3895 -2.3538
H -1.5064 0.6263 0.0493
H -2.1831 -1.6490 0.0091
H -4.5453 -2.2910 0.1208
H -6.2250 -0.7695 -0.0890
H -5.7513 1.6309 -0.0282
H -3.1475 2.4966 -0.3482
```



[3]
This record from OMol25 describes a molecular structure, C12H12AuCl5N4S4Sb. The level of theory is ωB97M-V with the def2-TZVPD basis set.

Calculated values
charge = -1
⟨S²⟩ = 2.02
2S+1 = 3
gap between HOMO and LUMO (spin up / spin down) = 5.9 / 5.3 eV

```
39
C12H12AuCl5N4S4Sb, DFT ωB97M-V with the def2-TZVPD basis set
Au 0.5586 1.8430 -0.4413
S 4.9112 4.7072 -2.3890
Sb 3.2160 4.1958 -0.8483
S 2.6238 1.8833 -1.4333
S 0.3770 4.0919 -0.4786
S 4.4838 3.8532 1.1112
Cl -2.3603 1.8665 -2.0440
C -2.4671 1.9060 -0.3163
C -1.2886 1.9106 0.4264
C -1.4240 1.9783 1.8129
Cl 0.0121 1.9745 2.7803
C -2.6638 2.0252 2.4409
Cl -2.7769 2.1005 4.1545
C -3.8212 1.9967 1.6674
Cl -5.3672 2.0387 2.4230
C -3.7250 1.9320 0.2800
Cl -5.1527 1.8724 -0.6791
C 1.9707 -0.9241 0.0526
N 2.0261 -2.3770 0.0098
C 1.7104 -2.8204 -1.3481
N 0.3767 -2.3775 -1.7645
C 0.3316 -0.9245 -1.7118
N 0.6220 -0.4123 -0.3412
C -0.3675 -1.0202 0.5918
N -0.3286 -2.4736 0.5523
C 1.0179 -2.9186 0.9178
C -0.6037 -2.9105 -0.8187
H 2.7083 -0.4974 -0.6231
H 2.1834 -0.5754 1.0642
H 1.7452 -3.9115 -1.3793
H 2.4518 -2.4156 -2.0385
H -0.6586 -0.5803 -2.0065
H 1.0769 -0.5055 -2.3898
H -1.3654 -0.6870 0.3121
H -0.1457 -0.6746 1.6017
H 1.0519 -4.0095 0.8766
H 1.2362 -2.5913 1.9359
H -1.5998 -2.5675 -1.1061
H -0.5754 -4.0014 -0.8541
```



Number 1: strongest force on any atom 5.0 eV/Å. Number 2: strongest force on any atom 6.7 eV/Å. Number 3: strongest force on any atom 1.1 eV/Å.